No. 1
C4H7NO | ωB97M-V/def2-TZVPD

Structure (XYZ):
```
13
Properties=species:S:1:pos:R:3:mulliken_charge:R:1
H -1.05 0.38 2.56 0.38
C 0.01 -1.30 0.00 -0.60
H -1.12 0.00 -1.41 0.33
C -0.73 -0.03 1.60 0.06
H -0.69 -2.10 -0.28 0.28
H 1.07 0.79 -2.03 0.35
H 1.02 -1.61 -0.29 0.32
O -1.09 0.69 0.52 -0.41
C 0.79 0.94 -0.98 -1.33
N -0.08 -1.11 1.45 -0.49
C -0.39 0.07 -0.59 0.45
H 0.53 2.00 -0.84 0.34
H 1.67 0.72 -0.36 0.32
```

Computed properties:
SMILES: C[C@H]1CN=CO1
HOMO-LUMO gap: 10.60 eV
multiplicity: 1
total charge: 0

***

No. 2
C4H15NO2 | ωB97M-V/def2-TZVPD

Structure (XYZ):
```
22
Properties=species:S:1:pos:R:3:mulliken_charge:R:1
C -1.73 -0.15 -0.36 -0.75
H 1.56 -2.12 -1.72 0.34
H -2.08 0.90 1.78 0.18
H 0.33 0.78 2.67 0.30
O 1.09 -2.97 -1.51 -0.67
C -0.29 1.66 2.59 -1.14
H 0.38 2.53 2.71 0.30
H 1.33 -3.30 -0.60 0.32
H 0.16 1.21 -0.20 0.22
H -2.00 -0.98 0.27 0.32
H -0.61 -1.38 -1.54 0.22
C -0.59 0.57 0.30 -0.31
H -1.73 2.30 0.75 0.39
O 3.60 -0.83 -1.92 -0.63
H -0.85 1.76 3.50 0.35
H -1.42 -0.08 -2.36 0.18
H 4.33 -1.07 -2.48 0.31
C -1.21 1.53 1.33 -0.38
H -2.64 0.53 -0.46 0.37
H 0.04 -0.40 0.78 0.23
H 3.67 0.18 -1.94 0.33
N -1.33 -0.67 -1.60 -0.45
```

Computed properties:
SMILES: CCCCN.O.O
HOMO-LUMO gap: 8.64 eV
multiplicity: 1
total charge: 0

***

No. 3
C25H55Cl28FO2Si2 | ωB97M-V/def2-TZVPD

Structure (XYZ):
```
113
Properties=species:S:1:pos:R:3:mulliken_charge:R:1
H -1.18 -3.25 0.94 0.02
H -2.06 5.34 -5.90 -0.18
H -3.32 4.04 1.39 -0.29
C -2.81 5.22 -2.62 0.09
H -5.63 2.70 2.01 0.60
H -5.97 1.37 0.13 0.39
C -2.71 -1.92 1.50 -0.74
H 1.00 5.43 1.27 -0.16
H 3.44 -3.24 5.73 0.25
C 0.26 -5.51 -8.18 0.29
H 0.13 2.20 1.57 -0.31
Cl 1.57 4.98 -0.97 -0.08
Cl 5.84 -5.76 -1.98 -0.11
Cl 4.06 2.02 -1.16 -0.11
H 4.51 -3.76 0.01 0.04
C -5.45 0.81 0.91 -0.08
H -0.79 -5.79 -8.23 0.26
C 1.04 6.02 0.36 0.02
C 3.79 1.89 -2.91 -0.45
H -3.30 5.51 -1.70 0.34
Si -1.76 1.21 -0.75 0.17
Cl 0.42 4.78 4.11 -0.17
H -0.84 5.38 -7.19 0.34
H -5.90 -0.95 2.05 0.31
H -3.59 1.24 3.60 0.34
H 1.36 0.92 -0.83 0.40
H 6.37 -5.31 -4.24 0.30
H -3.49 -2.66 1.25 0.45
Cl 5.16 -4.07 12.24 -0.16
C -6.46 -0.23 1.44 -1.52
Cl -0.25 3.91 -5.45 -0.01
H -2.05 -3.20 3.87 0.38
Cl 0.38 -3.83 -7.64 -0.13
H -0.50 3.36 -0.46 0.07
Cl 4.02 -5.26 -4.20 -0.11
H -0.64 -2.05 2.14 0.17
H 1.91 -5.32 0.85 0.33
H 0.32 -4.99 0.12 0.36
H -0.25 11.44 -1.38 0.27
Cl -0.66 -7.19 -4.24 -0.17
H -1.65 4.77 5.23 0.35
Cl 0.30 9.98 0.38 -0.14
H 0.78 -6.14 -7.46 -0.23
Cl 7.15 -2.17 11.25 -0.15
Cl 5.11 -4.14 7.12 -0.15
C 5.61 -5.89 -3.73 -0.34
Cl 2.06 -5.00 -1.48 -0.11
Cl 6.77 -3.73 0.66 -0.16
Cl -1.79 9.68 -1.66 -0.10
Cl 0.48 -0.71 -4.13 -0.14
C -1.45 -2.71 1.85 0.66
C -1.68 -3.72 2.98 -1.59
F 1.28 0.49 1.58 -0.28
H -1.22 0.06 1.47 0.56
C -1.39 4.75 -6.51 0.01
C -1.03 4.01 4.76 -0.55
C -0.85 -0.07 -5.11 -0.64
H -0.47 0.17 -6.10 0.35
H -1.62 -0.83 -5.18 0.33
H -3.08 -1.36 2.37 0.17
H -1.49 11.42 -0.11 0.29
H -0.18 2.61 -2.00 -0.14
Cl -3.08 6.51 -3.81 -0.22
C 3.67 -4.24 6.09 -0.03
Cl -3.48 3.66 -3.15 -0.08
H 1.85 2.42 1.57 0.34
C -0.30 2.39 -0.93 0.32
H -7.22 0.21 2.09 0.35
H -6.90 -0.82 0.64 0.39
H -2.17 2.05 1.99 -0.28
Cl -2.36 3.60 -7.46 -0.17
H -1.75 5.10 -2.46 -0.11
O -2.54 -1.14 0.34 -0.29
C -4.96 1.84 1.96 0.47
C 5.03 -3.52 0.93 -0.03
H 3.84 0.84 -3.19 0.27
H -0.55 -0.75 0.07 -0.01
H -4.99 0.21 3.47 0.39
H -1.99 0.59 -2.06 -0.39
Cl 0.99 -5.75 -9.77 -0.17
C 6.11 -3.54 10.85 -0.06
H 5.67 -6.93 -4.02 0.28
Cl 1.92 -7.57 -5.57 -0.18
C -4.64 1.23 3.35 -1.61
H 1.49 -6.68 -3.44 -0.41
C 1.06 1.80 1.14 0.07
C 1.05 1.87 -0.39 0.20
O -3.13 2.13 -0.37 -0.37
Si -3.33 2.58 1.22 0.58
H 1.20 -8.43 -3.51 0.30
H -2.43 -4.49 2.73 0.38
C 1.07 -7.49 -4.03 0.48
Cl -1.55 1.39 -4.40 0.08
C -1.45 -0.23 0.43 -0.34
H -5.15 1.83 4.11 0.25
Cl -0.56 6.69 0.05 -0.13
H -0.73 3.27 5.50 0.31
H 6.73 -4.36 10.51 0.25
H 1.75 6.83 0.47 0.39
Cl 2.27 -4.85 6.98 -0.17
H 4.57 2.45 -3.42 0.35
H -0.73 -4.18 3.26 0.38
Cl -1.96 3.19 3.47 -0.06
Cl 1.51 -3.02 0.59 0.01
H 5.43 -3.24 10.05 0.12
Cl 2.22 2.55 -3.40 0.03
Cl 4.44 -4.57 2.22 -0.14
H -4.65 0.27 0.41 -0.16
C 1.37 -4.72 0.13 -0.58
H 1.84 2.61 -0.65 -0.47
H 3.88 -4.90 5.26 0.08
C -0.82 10.81 -0.70 -0.31
H 4.85 -2.48 1.21 0.27
```

Computed properties:
HOMO-LUMO gap: 9.45 eV
multiplicity: 1
total charge: 0

***

No. 4
C3H5NOS | ωB97M-V/def2-TZVPD

Structure (XYZ):
```
11
Properties=species:S:1:pos:R:3:mulliken_charge:R:1
H 0.34 0.44 1.94 0.32
H -0.22 -1.64 0.55 0.26
C 1.45 0.55 -0.03 -0.24
H 1.20 0.45 -1.02 0.33
C -1.39 -0.59 -0.87 0.02
S 2.94 0.71 0.61 -0.22
N -0.56 -0.70 0.21 -0.22
H -1.74 -1.46 -1.40 0.41
H -0.54 1.32 0.56 0.25
C 0.17 0.42 0.80 -0.38
O -1.67 0.49 -1.35 -0.53
```

Computed properties:
SMILES: O=CNCC=S
HOMO-LUMO gap: 8.54 eV
multiplicity: 1
total charge: 0

***

No. 5
CCl3IO2S | ωB97M-V/def2-TZVPD

Structure (XYZ):
```
8
Properties=species:S:1:pos:R:3:mulliken_charge:R:1
C 0.86 0.98 -0.03 -0.04
S -0.64 -1.01 -0.12 0.82
I 0.39 1.47 1.96 0.29
Cl 0.35 2.05 -1.27 -0.03
O -0.38 -1.74 1.07 -0.41
Cl 2.32 0.10 -0.36 -0.03
Cl -2.53 -0.15 0.08 -0.17
O -0.37 -1.70 -1.33 -0.43
```

Computed properties:
HOMO-LUMO gap (spin up / spin down): 7.45 / 7.46 eV
multiplicity: 1
total charge: 0

***

No. 6
C2H5OPS | ωB97M-V/def2-TZVPD

Structure (XYZ):
```
10
Properties=species:S:1:pos:R:3:mulliken_spin:R:1
O -1.51 0.56 -0.08 0.02
H 0.71 1.60 -0.49 -0.01
H -0.93 -2.38 0.30 0.01
H 1.40 1.84 1.05 0.02
C -0.06 -1.62 0.22 0.67
C 1.14 1.06 0.35 0.04
P -0.35 -0.06 0.85 0.33
S 2.45 0.00 -0.07 0.92
H -1.55 -0.16 -0.75 0.01
H 0.85 -1.95 0.56 -0.01
```

Computed properties:
HOMO-LUMO gap (spin up / spin down): 8.92 / 6.94 eV
multiplicity: 3
total charge: 0

***

No. 7
C4H8O3 | ωB97M-V/def2-TZVPD

Structure (XYZ):
```
15
Properties=species:S:1:pos:R:3:mulliken_charge:R:1
O -1.59 -0.10 0.52 -0.29
H 1.96 -0.48 -1.10 0.29
H -3.02 0.90 -0.57 0.28
C -0.53 0.26 -0.20 0.60
C 1.99 0.09 -0.16 -0.38
C 0.69 -0.05 0.60 -0.46
O -0.58 0.68 -1.34 -0.58
H 0.51 -1.06 0.95 0.32
C -2.82 -0.11 -0.20 -0.62
O 3.01 -0.37 0.71 -0.51
H -2.74 -0.80 -1.03 0.28
H 2.15 1.15 -0.44 0.27
H 0.70 0.57 1.51 0.28
H 3.84 -0.26 0.25 0.31
H -3.58 -0.44 0.51 0.22
```

Computed properties:
SMILES: COC(=O)CCO
HOMO-LUMO gap: 11.36 eV
multiplicity: 1
total charge: 0

***

No. 8
H8O4 | ωB97M-V/def2-TZVPD

Structure (XYZ):
```
12
Properties=species:S:1:pos:R:3:mulliken_spin:R:1
H -2.63 -0.25 0.02 -0.03
H 0.39 -0.59 -1.06 -0.17
H -0.86 -0.78 -1.89 -0.12
O 0.63 0.68 1.81 0.55
H 2.65 -0.52 -1.25 0.02
H 2.46 0.95 -0.94 -0.24
O -0.56 -0.68 -0.98 0.70
O 2.15 0.08 -0.70 0.38
H 0.22 1.41 1.36 -0.10
O -3.12 -0.67 0.72 0.10
H -2.83 -0.22 1.52 -0.01
H 1.48 0.59 1.39 -0.06
```

Computed properties:
HOMO-LUMO gap (spin up / spin down): 3.35 / 11.18 eV
multiplicity: 2
total charge: -1